{
  "formula": "C19H38BCsN4O2",
  "method": "wB97M-V/def2-TZVPD",
  "e_tot_ha": -1159.847534,
  "orbital_gap_ha": 0.295,
  "charge": 4,
  "spin_multiplicity": 1,
  "homo_ha": -0.7198,
  "symbols": ["Cs", "B", "H", "H", "H", "H", "C", "C", "O", "N", "H", "H", "C", "H", "H", "H", "H", "H", "H", "C", "N", "C", "C", "C", "C", "C", "C", "C", "C", "N", "C", "C", "C", "H", "H", "H", "H", "H", "H", "H", "H", "H", "H", "H", "H", "H", "H", "C", "C", "C", "O", "C", "N", "H", "H", "H", "H", "H", "H", "H", "H", "H", "H", "H", "H"],
  "coordinates": [[1.514840, -2.634501, -3.475558], [0.219646, -1.969775, -0.363428], [-0.083251, -2.940303, -1.000227], [1.279011, -2.239492, 0.146348], [0.205674, -0.962423, -1.017854], [-0.574237, -1.901436, 0.555967], [-1.676189, -5.281601, -1.458097], [-1.331896, -5.833897, -0.106497], [-1.455052, -6.954491, 0.192436], [-0.916772, -4.867915, 0.967850], [-0.639592, -3.958721, 0.543262], [-1.636267, -4.576909, 1.641224], [0.290386, -5.356986, 1.718836], [-0.778951, -4.950716, -1.993636], [-2.373799, -4.445103, -1.406627], [-2.105343, -6.085677, -2.048594], [0.041212, -6.187376, 2.368077], [0.705480, -4.514105, 2.265475], [1.052819, -5.668800, 1.008195], [1.454717, 1.150066, 4.776884], [1.700060, 1.587452, 3.370961], [1.641216, 2.882027, 3.063509], [1.870902, 3.307008, 1.778382], [2.240560, 2.385519, 0.796402], [2.275265, 1.034289, 1.128342], [1.983520, 0.670522, 2.418630], [2.496753, 2.868887, -0.594487], [3.293326, 4.000281, -0.730671], [3.577140, 4.502903, -1.978298], [3.193873, 3.850440, -3.076503], [2.458338, 2.738171, -2.982032], [2.114795, 2.192794, -1.763184], [3.551282, 4.396198, -4.403241], [1.269158, 0.083758, 4.805761], [0.615071, 1.725999, 5.150566], [2.352809, 1.358368, 5.357344], [1.553711, 3.601602, 3.869905], [1.770823, 4.340414, 1.478380], [2.439802, 0.252461, 0.399474], [2.038166, -0.344628, 2.786439], [3.602226, 4.607352, 0.109369], [4.275702, 5.320352, -2.104391], [2.200118, 2.240421, -3.904954], [1.606936, 1.223407, -1.837143], [2.722479, 4.286813, -5.096363], [4.451311, 3.939460, -4.814498], [3.770422, 5.457618, -4.310138], [-4.270085, 0.911573, -1.782455], [-2.942142, 0.538153, -1.149920], [-2.778222, 0.916572, 0.297185], [-3.872554, 0.386882, 0.979258], [-3.692405, 0.357494, 2.394931], [-2.846216, -1.016338, -1.184643], [-1.858640, -1.296373, -1.330324], [-3.158803, -1.400261, -0.289338], [-3.425162, -1.359634, -1.952386], [-5.071660, 0.488584, -1.187298], [-4.273478, 0.633901, -2.838133], [-4.325393, 2.000880, -1.831932], [-2.074317, 0.851938, -1.730706], [-2.831733, 2.015520, 0.373984], [-1.812694, 0.649370, 0.743326], [-2.878903, -0.321768, 2.671822], [-4.623226, -0.043519, 2.788102], [-3.522564, 1.357298, 2.796930]],
  "forces_ev_per_angstrom": [[0.22, -0.23, -0.17], [-0.01, -0.49, 0.87], [-0.28, -0.34, -0.65], [0.40, 0.25, -0.12], [0.03, 0.47, -0.41], [-0.30, 0.20, 0.11], [0.44, 0.23, -0.32], [-1.42, 0.12, -0.79], [0.32, -1.12, 0.64], [1.21, 1.66, 0.22], [-0.08, -0.30, -0.14], [-0.30, -0.75, -0.22], [0.51, 0.02, 0.09], [-0.08, 0.05, 0.26], [0.03, 0.00, 0.13], [-0.14, -0.09, 0.15], [-0.17, 0.00, 0.01], [-0.20, -0.05, 0.21], [-0.19, -0.11, -0.13], [0.39, 0.36, -0.11], [0.04, -0.67, -0.17], [0.50, 0.76, 0.19], [0.32, -0.20, -0.83], [-0.82, -0.09, -0.29], [-0.35, 0.02, -0.09], [0.19, -0.01, 0.74], [0.60, -0.48, 0.26], [-0.83, 0.68, -0.06], [1.02, -0.37, 0.14], [-0.19, 0.39, -0.42], [0.09, -0.47, 0.16], [0.09, -0.12, -0.26], [0.28, 0.53, -0.53], [-0.17, -0.03, -0.10], [-0.05, -0.13, 0.16], [-0.06, 0.08, 0.04], [-0.47, -0.19, 0.06], [0.01, 0.14, 0.47], [0.23, 0.04, 0.04], [-0.13, -0.07, -0.25], [0.21, -0.29, 0.13], [-0.34, 0.25, -0.11], [-0.01, 0.18, -0.12], [-0.01, 0.55, 0.64], [-0.06, -0.14, 0.09], [-0.10, -0.34, 0.23], [-0.14, -0.01, 0.15], [0.87, 0.62, -0.13], [0.29, -1.02, -0.21], [-0.45, 1.50, 0.27], [0.33, -0.73, 0.24], [-0.49, -0.23, -0.03], [0.65, 0.42, -0.37], [-0.43, -0.04, 0.28], [-0.28, 0.10, -0.06], [-0.04, -0.16, 0.17], [-0.32, 0.11, -0.23], [-0.27, -0.42, 0.11], [-0.28, -0.03, 0.38], [-0.13, 0.24, -0.04], [0.15, -0.04, -0.22], [0.03, -0.50, -0.18], [0.10, 0.12, -0.04], [0.05, 0.12, 0.16], [0.02, 0.02, -0.02]]
}